[1]
{
  "formula": "C4H12",
  "method": "ωB97M-V/def2-TZVPD",
  "elements": ["C", "C", "H", "H", "H", "H", "H", "H", "C", "C", "H", "H", "H", "H", "H", "H"],
  "coordinates": [[0.292, 2.051, 1.020], [-0.809, 2.037, -0.061], [0.477, 3.099, 1.266], [0.031, 1.672, 2.013], [1.166, 1.513, 0.669], [-1.220, 3.037, -0.208], [-0.348, 1.795, -1.017], [-1.647, 1.360, 0.093], [-0.341, -1.836, -0.117], [0.930, -2.352, -0.792], [-1.187, -2.529, -0.051], [-0.284, -1.347, 0.850], [-0.834, -1.141, -0.815], [0.947, -2.216, -1.870], [1.083, -3.406, -0.579], [1.744, -1.738, -0.402]],
  "orbital_gap_ev": 12.66,
  "e_above_lowest_ev": 0.461,
  "smiles": "CC.CC"
}

***

[2]
{
  "formula": "C4H12",
  "method": "ωB97M-V/def2-TZVPD",
  "elements": ["C", "C", "H", "H", "H", "H", "H", "H", "C", "C", "H", "H", "H", "H", "H", "H"],
  "coordinates": [[-0.604, -1.643, 2.471], [0.283, -1.085, 1.333], [-0.132, -2.009, 3.387], [-1.402, -0.962, 2.763], [-1.131, -2.541, 2.133], [0.264, -1.883, 0.591], [-0.152, -0.172, 0.956], [1.308, -0.882, 1.631], [-0.381, 1.536, -2.380], [0.782, 1.260, -1.423], [-0.766, 2.554, -2.265], [-0.075, 1.471, -3.421], [-1.252, 0.903, -2.229], [1.576, 0.755, -1.963], [0.515, 0.540, -0.651], [1.166, 2.157, -0.934]],
  "orbital_gap_ev": 12.72,
  "e_above_lowest_ev": 0.423,
  "smiles": "CC.CC"
}

***

[3]
{
  "formula": "C4H12",
  "method": "ωB97M-V/def2-TZVPD",
  "elements": ["C", "C", "H", "H", "H", "H", "H", "H", "C", "C", "H", "H", "H", "H", "H", "H"],
  "coordinates": [[-0.055, 1.918, 1.449], [-1.393, 1.432, 0.908], [0.218, 1.379, 2.360], [0.755, 1.799, 0.735], [-0.090, 2.974, 1.725], [-1.477, 0.346, 0.969], [-2.207, 1.841, 1.509], [-1.570, 1.714, -0.128], [0.612, -2.423, -1.120], [0.862, -0.918, -1.249], [1.517, -2.987, -1.324], [0.246, -2.692, -0.124], [-0.172, -2.717, -1.823], [1.485, -0.534, -0.443], [-0.088, -0.383, -1.364], [1.446, -0.728, -2.155]],
  "orbital_gap_ev": 12.95,
  "e_above_lowest_ev": 0.068,
  "smiles": "CC.CC"
}

***

[4]
{
  "formula": "C4H12",
  "method": "ωB97M-V/def2-TZVPD",
  "elements": ["C", "C", "H", "H", "H", "H", "H", "H", "C", "C", "H", "H", "H", "H", "H", "H"],
  "coordinates": [[0.457, 0.697, 1.004], [1.592, 1.043, 1.978], [-0.593, 0.527, 1.233], [0.394, 1.526, 0.307], [0.642, -0.250, 0.527], [2.539, 0.563, 1.703], [1.383, 0.914, 3.040], [1.860, 2.094, 1.825], [-1.471, -0.627, -0.835], [-0.600, -1.089, -2.041], [-1.067, -0.915, 0.102], [-1.729, 0.429, -0.854], [-2.364, -1.272, -1.019], [0.511, -1.080, -1.788], [-0.650, -0.444, -2.912], [-0.903, -2.117, -2.270]],
  "orbital_gap_ev": 12.56,
  "e_above_lowest_ev": 0.907,
  "smiles": "CC.CC"
}

***

[5]
{
  "formula": "C4H12",
  "method": "ωB97M-V/def2-TZVPD",
  "elements": ["C", "C", "H", "H", "H", "H", "H", "H", "C", "C", "H", "H", "H", "H", "H", "H"],
  "coordinates": [[1.442, -1.203, -1.465], [2.244, -0.040, -0.956], [0.838, -1.613, -0.635], [0.787, -0.938, -2.219], [2.137, -1.936, -1.856], [1.562, 0.769, -0.817], [2.722, -0.280, -0.018], [3.088, 0.278, -1.525], [-1.459, 1.166, 1.619], [-2.223, 0.110, 0.745], [-0.644, 1.387, 1.014], [-1.956, 2.048, 1.871], [-1.149, 0.845, 2.590], [-3.326, 0.050, 1.050], [-1.788, -0.958, 0.906], [-2.273, 0.315, -0.304]],
  "orbital_gap_ev": 12.81,
  "e_above_lowest_ev": 0.679,
  "smiles": "CC.CC"
}

***

[6]
{
  "formula": "C4H12",
  "method": "ωB97M-V/def2-TZVPD",
  "elements": ["C", "C", "H", "H", "H", "H", "H", "H", "C", "C", "H", "H", "H", "H", "H", "H"],
  "coordinates": [[-0.258, 0.721, -2.679], [0.216, -0.516, -1.862], [-0.463, 1.598, -2.066], [0.573, 1.183, -3.218], [-1.102, 0.433, -3.283], [0.705, -0.079, -0.956], [0.984, -1.055, -2.422], [-0.572, -1.197, -1.572], [0.075, 0.240, 2.980], [-0.006, -0.408, 1.584], [1.132, 0.472, 3.124], [-0.720, 0.960, 3.128], [-0.271, -0.573, 3.629], [0.094, 0.297, 0.772], [0.615, -1.299, 1.487], [-1.000, -0.776, 1.354]],
  "orbital_gap_ev": 12.37,
  "e_above_lowest_ev": 0.676,
  "smiles": "CC.CC"
}

***

[7]
{
  "formula": "C4H12",
  "method": "ωB97M-V/def2-TZVPD",
  "elements": ["C", "C", "H", "H", "H", "H", "H", "H", "C", "C", "H", "H", "H", "H", "H", "H"],
  "coordinates": [[1.903, -1.062, 0.323], [1.468, -0.414, 1.654], [2.474, -0.394, -0.328], [2.386, -2.019, 0.524], [1.024, -1.291, -0.290], [0.749, -1.098, 2.102], [1.194, 0.625, 1.505], [2.291, -0.560, 2.362], [-1.768, 1.464, -0.694], [-1.692, 0.035, -1.214], [-1.645, 2.190, -1.506], [-2.669, 1.731, -0.168], [-0.892, 1.721, -0.121], [-1.281, -0.645, -0.469], [-0.921, 0.001, -1.995], [-2.621, -0.284, -1.683]],
  "orbital_gap_ev": 12.64,
  "e_above_lowest_ev": 0.378,
  "smiles": "CC.CC"
}

***

[8]
{
  "formula": "C4H12",
  "method": "ωB97M-V/def2-TZVPD",
  "elements": ["C", "C", "H", "H", "H", "H", "H", "H", "C", "C", "H", "H", "H", "H", "H", "H"],
  "coordinates": [[-1.221, -0.900, -0.823], [-2.649, -1.166, -1.237], [-0.624, -1.804, -0.723], [-0.653, -0.299, -1.524], [-1.164, -0.384, 0.139], [-2.750, -1.939, -1.988], [-3.249, -1.498, -0.384], [-3.179, -0.297, -1.610], [1.863, 0.738, 1.723], [2.008, 1.324, 0.325], [2.765, 0.225, 2.054], [1.637, 1.527, 2.450], [1.041, 0.022, 1.786], [1.403, 2.209, 0.180], [1.727, 0.653, -0.486], [3.043, 1.588, 0.118]],
  "orbital_gap_ev": 12.88,
  "e_above_lowest_ev": 0.123,
  "smiles": "CC.CC"
}

***

no.,E_HOMO (eV)
1,-11.50
2,-11.61
3,-11.79
4,-11.44
5,-11.69
6,-11.25
7,-11.48
8,-11.72